Entry 1:
16
Properties=species:S:1:pos:R:3 method="wB97M-V/def2-TZVPD" relative_energy_kcal_mol=61.1 lumo_ha=0.0259 charge=0 smiles="CNC1=C(C=O)OCO1" e_tot_ev=-12929.532
C -2.43598 0.06547 0.05032
N -1.11826 0.60912 -0.24356
C -0.02950 -0.08849 -0.14083
C 1.30091 0.35817 -0.09029
C 1.66703 1.73259 0.01894
O 0.84947 2.63183 -0.03341
O 2.16057 -0.72073 -0.20585
C 1.31874 -1.83736 0.10383
O -0.05908 -1.39560 -0.20550
H -2.45140 -0.98443 -0.17381
H -2.76347 0.23919 1.07900
H -3.14250 0.57332 -0.60816
H -0.94789 1.60141 -0.26769
H 2.75584 1.94885 0.04700
H 1.34808 -2.04942 1.19887
H 1.54745 -2.68392 -0.52887


Entry 2:
16
Properties=species:S:1:pos:R:3 method="wB97M-V/def2-TZVPD" relative_energy_kcal_mol=73.8 lumo_ha=0.0220 charge=0 smiles="C=C(O)C(=O)O.C=C=N" e_tot_ev=-12928.984
C 0.36315 -1.42231 1.20318
C -0.55000 -0.58832 0.73177
O -0.81464 0.65669 1.20556
C -1.42629 -0.93765 -0.44518
O -1.14270 -0.74993 -1.59245
O -2.56736 -1.49667 -0.04731
H 0.99385 -1.15660 2.03458
H 0.51318 -2.38945 0.76281
H -0.18791 0.87140 1.90799
H -3.13264 -1.71119 -0.80851
C 1.88820 0.71491 -1.01699
C 1.19753 1.79046 -0.79818
N 0.72014 2.89524 -0.66174
H 2.57028 0.33041 -0.28056
H 1.77541 0.16491 -1.93175
H -0.20018 3.02807 -0.26322


Entry 3:
16
Properties=species:S:1:pos:R:3 method="wB97M-V/def2-TZVPD" relative_energy_kcal_mol=38.1 lumo_ha=0.0165 charge=0 smiles="CC(C)(O)C(=O)N=C=O" e_tot_ev=-12930.534
C -0.93517 -1.40360 0.05561
C 0.04260 -0.22490 0.01792
C 0.76198 -0.16683 -1.32930
O 0.98643 -0.31547 1.05557
C -1.02334 1.14684 0.15177
O -2.02157 1.17668 -0.49037
N -0.55685 2.12007 0.96265
C 0.63708 2.09209 1.29218
O 1.64098 2.38144 1.78146
H -0.38577 -2.33249 -0.10244
H -1.43584 -1.44233 1.02224
H -1.68693 -1.31711 -0.72356
H 1.23479 -1.12669 -1.54219
H 1.52356 0.60973 -1.33018
H 0.04697 0.03034 -2.12505
H 1.17107 -1.22777 1.30370


Entry 4:
17
Properties=species:S:1:pos:R:3 method="wB97M-V/def2-TZVPD" relative_energy_kcal_mol=35.8 lumo_ha=0.0198 charge=0 smiles="O=C1CC=N[C@@H](O)C1(O)O" e_tot_ev=-14976.628
O -0.35791 -0.07362 2.23733
C -0.51071 -0.41930 1.09100
C -1.70561 -0.24069 0.29715
C -1.39405 0.51181 -0.97689
N -0.29337 0.87776 -1.37530
C 0.91742 0.66157 -0.61065
O 1.25236 1.68055 0.26551
C 0.71078 -0.64990 0.22224
O 0.45882 -1.85478 -0.67178
O 1.80978 -0.86791 1.01242
H -2.61385 0.15336 0.77549
H -1.72858 -1.26613 0.02999
H -2.17798 0.93605 -1.54001
H 1.77969 0.57975 -1.41444
H 1.07004 2.45752 -0.23845
H 1.36585 -1.90054 -0.99554
H 1.41733 -0.58549 1.89193


Entry 5:
15
Properties=species:S:1:pos:R:3 method="wB97M-V/def2-TZVPD" relative_energy_kcal_mol=139.3 lumo_ha=0.0139 charge=0 e_tot_ev=-19665.560
C 2.55364 1.33992 -0.61952
C 1.32479 0.51717 -0.18809
C 0.44835 -0.29623 0.27418
C -0.78027 -0.94716 0.57856
C -1.98596 -0.13671 0.39819
H 2.41104 1.33711 -1.70192
H 2.54997 2.40434 -0.29159
H 3.45819 0.82995 -0.33033
H -0.69525 -1.34951 1.50470
H -2.14295 -2.14521 -0.99085
H -0.22422 -1.46110 -1.24800
H -0.94785 1.31315 1.90530
N -0.82991 -2.08168 -0.38608
O -2.89095 -0.71892 -0.24491
S -2.24863 1.39485 1.34036


Entry 6:
15
Properties=species:S:1:pos:R:3 method="wB97M-V/def2-TZVPD" relative_energy_kcal_mol=54.8 lumo_ha=-0.0039 charge=0 e_tot_ev=-19669.225
C -0.13708 -0.18776 1.39285
C 1.10722 0.00413 0.56008
C 0.92958 -0.90965 -0.68712
C -1.23675 0.08561 -0.77107
C -0.75611 0.84498 0.48744
H 2.09242 -0.10323 1.03317
H 0.73382 -1.92982 -0.38651
H 1.82931 -0.87606 -1.30896
H -1.89564 -0.76750 -0.47392
H -1.78903 0.76271 -1.43491
H -1.51965 1.54435 0.89522
H 0.74642 1.64497 -0.71463
N 0.61386 1.36331 0.27120
O -0.11607 -0.37705 -1.49946
S -0.60230 -1.09899 2.63663


Entry 7:
15
Properties=species:S:1:pos:R:3 method="wB97M-V/def2-TZVPD" relative_energy_kcal_mol=79.0 lumo_ha=0.0166 charge=0 e_tot_ev=-19668.175
C 0.39430 -2.48144 -2.46202
O -0.20040 -1.55119 -1.59237
N 0.76224 -0.74768 -0.91107
C 0.12180 0.02310 -0.06123
C -1.32725 0.07748 0.28124
C -1.58689 1.03414 1.21734
C -0.44897 1.66915 1.88709
S 1.06406 1.18271 0.99955
H -0.37800 -3.25894 -2.78499
H 1.32684 -2.91198 -1.91578
H 0.78834 -2.09632 -3.47382
H -2.02892 -0.36277 -0.38054
H -2.53279 1.31724 1.50742
H -0.25142 1.27769 2.97264
H -0.59947 2.82043 2.02425


Entry 8:
14
Properties=species:S:1:pos:R:3 method="wB97M-V/def2-TZVPD" relative_energy_kcal_mol=57.4 lumo_ha=0.0348 charge=0 e_tot_ev=-17621.155
C -1.13551 0.90924 -0.00377
C -0.64575 -0.15422 -1.02247
C -0.62553 -0.11617 1.07997
C 0.87648 -0.15979 0.74581
C 0.86674 -0.17820 -0.71364
H -2.21256 1.08506 0.01056
H -0.61070 1.88764 -0.07758
H -1.10648 -0.09854 -2.04266
H -1.01832 -0.05407 2.07378
H 1.59107 0.50349 1.25137
H 2.41205 -1.30447 -0.05954
H 1.56379 0.42601 -1.28583
N 1.41010 -1.28662 0.01798
S -1.36538 -1.45936 0.02602


Entry 9:
14
Properties=species:S:1:pos:R:3 method="wB97M-V/def2-TZVPD" relative_energy_kcal_mol=100.8 lumo_ha=0.0305 charge=0 e_tot_ev=-17619.274
C 1.00589 -0.69073 -0.46125
C -0.38495 -1.05077 -1.15825
C 0.05414 -0.50684 0.75942
C -0.23280 0.92359 1.16524
C -0.30313 2.11873 1.40652
H 0.88170 1.75483 -0.19171
H 1.65747 -1.47946 -0.30593
H -0.63265 -2.06881 -1.68117
H -0.76143 -0.24063 -1.71804
H -1.99196 -0.73350 0.20689
H 0.50119 -0.96854 1.64060
H -0.29949 3.27556 1.18744
N -1.11674 -1.18500 0.15827
S 1.62276 0.85156 -1.00803


Entry 10:
14
Properties=species:S:1:pos:R:3 method="wB97M-V/def2-TZVPD" relative_energy_kcal_mol=44.9 lumo_ha=0.0076 charge=0 smiles="S=C1[C@@H]2CN[C@H]1C2" e_tot_ev=-17621.700
S 2.17364 -0.19439 0.02794
C 0.58701 0.01577 0.02858
C -0.55127 0.28249 1.08187
C -1.51415 -0.87923 0.61350
N -1.42131 -0.72313 -0.85238
C -0.47273 0.37791 -0.99956
C -0.92777 1.41291 0.04436
H -0.34999 0.45599 2.11833
H -1.20830 -1.87608 0.98423
H -2.54086 -0.75804 0.93708
H -0.95200 -1.56423 -1.24112
H -0.13316 0.73339 -1.97913
H -2.01809 1.58912 0.05501
H -0.35318 2.33286 0.03265


Entry 11:
14
Properties=species:S:1:pos:R:3 method="wB97M-V/def2-TZVPD" relative_energy_kcal_mol=122.2 lumo_ha=0.0300 charge=0 smiles="CC1=NS[C@@H]2C[C@@H]12" e_tot_ev=-17618.344
C -2.00469 0.47259 0.84779
C -0.51453 0.42441 0.67879
N 0.27955 0.48544 1.77531
S 1.98372 0.00755 1.33860
C 1.28175 -0.72040 -0.16258
C 1.19286 -0.61934 -1.69571
C 0.33461 0.23342 -0.56797
H -2.47897 1.11416 0.06646
H -2.33151 -0.66440 0.70437
H -2.19031 1.10741 1.86639
H 0.72372 -1.74060 0.08090
H 0.89682 -1.53470 -2.40098
H 1.83292 0.24244 -2.10033
H 0.99405 1.19202 -0.43102


Entry 12:
15
Properties=species:S:1:pos:R:3 method="wB97M-V/def2-TZVPD" relative_energy_kcal_mol=5.0 lumo_ha=-0.0144 charge=0 smiles="NCC1=CC(=S)SC1" e_tot_ev=-28458.649
N -1.17116 -0.94312 1.87804
C -0.48788 -1.28155 0.64957
C 0.07275 -0.15117 -0.16387
C 0.02478 1.16079 0.12894
C 0.65685 2.06018 -0.82906
S 0.73803 3.68869 -0.72689
S 1.33845 1.11836 -2.14448
C 0.80136 -0.46518 -1.44932
H -0.55254 -0.44775 2.51323
H -1.94906 -0.31417 1.66101
H 0.34734 -1.99744 0.88457
H -1.18714 -1.88276 0.00131
H -0.45730 1.56611 1.00901
H 1.68904 -1.12635 -1.25114
H 0.13647 -0.98465 -2.16091


Entry 13:
17
Properties=species:S:1:pos:R:3 method="wB97M-V/def2-TZVPD" relative_energy_kcal_mol=0.0 lumo_ha="-0.3675 / -0.3455" charge=+2 multiplicity=4 e_tot_ev=-28745.990
O -1.10762 0.19168 0.90713
Nd 0.45388 1.95171 -0.01834
C -2.29457 -0.39259 1.37729
C -2.77413 -1.33411 0.28858
H -2.14327 -0.86133 2.35782
H -3.26489 0.23739 1.06929
H -2.37274 -2.33242 0.51369
H -3.86332 -1.44395 0.23366
C -1.90370 -0.89254 -1.13936
C -0.68401 -0.26743 -0.59352
O 0.31104 -1.36593 -0.39728
C 1.49816 -0.97338 -0.06759
O 1.82252 0.19856 0.17719
O 2.33628 -1.97289 0.04946
H -2.51268 -0.14559 -1.66291
H -1.72117 -1.75636 -1.78801
H 3.15188 -1.68368 0.48171


Entry 14:
16
Properties=species:S:1:pos:R:3 method="wB97M-V/def2-TZVPD" lumo_ha="0.1222 / 0.0587" charge=-1 multiplicity=3 e_tot_ev=-31062.703
C -2.31222 -1.49516 -0.08015
C -2.00694 0.05855 0.07439
C 0.19051 -0.65373 0.87403
C -0.07036 0.36057 -1.24021
C -0.57495 0.47733 0.15572
O -2.96252 -1.90600 0.89462
O -1.75568 -2.09194 -0.98701
S -4.90784 0.45218 -0.22632
S -3.18393 1.18177 0.48846
H -0.27301 -1.45232 0.27557
H -0.12354 -0.62323 1.98394
H 1.33940 -0.51823 0.83505
H -0.47573 0.95238 -2.02763
H -0.40878 -0.53857 -1.69868
H 0.99285 0.39184 -1.14403
H -0.39782 1.44402 0.55956


Entry 15:
15
Properties=species:S:1:pos:R:3 method="wB97M-V/def2-TZVPD" relative_energy_kcal_mol=2.7 lumo_ha=-0.2752 charge=+1 e_tot_ev=-11431.150
C 1.58362 1.20742 0.01783
C 2.09067 -0.22135 0.02949
C -0.22645 -0.11307 0.01850
C -1.18168 -0.24007 -1.17048
C -0.95576 -0.35615 1.29039
O 3.22471 -0.55517 0.00792
O 0.93630 -0.90521 -0.04146
O 0.28966 1.21043 0.04963
H 2.09595 2.20493 -0.18799
H -0.78133 -0.76764 -2.13138
H -1.72213 0.63100 -1.60299
H -2.01224 -0.98617 -0.92450
H -1.78920 0.46532 1.23197
H -0.28256 -0.12030 2.19681
H -1.26956 -1.45396 1.21627


Entry 16:
16
Properties=species:S:1:pos:R:3 method="wB97M-V/def2-TZVPD" relative_energy_kcal_mol=0.0 lumo_ha=-0.0059 charge=0 e_tot_ev=-16133.229
C 0.54198 -2.30853 -0.89330
H 0.11726 -1.89064 -1.81049
H 0.36038 -3.36458 -0.68640
C 1.27021 -1.55289 -0.05985
H 1.69160 -2.00368 0.84640
C 2.23412 0.67764 0.57561
C 1.62669 -0.09328 -0.33591
O -1.14907 2.07599 0.15815
C -2.40106 1.99020 0.09692
O -3.22378 2.75094 -0.41339
O -2.84817 0.74273 0.53362
H 2.42896 1.73298 0.38412
H 2.49372 0.29885 1.56783
H 1.38072 0.28242 -1.33434
H -3.78700 0.64480 0.34092
Tl -0.73657 0.01706 1.03010